No. 1
{"formula": "C3H6ClN", "method": "wB97M-V/def2-TZVPD", "smiles": "[H]/N=C/Cl.C=C", "max_force_ev_per_a": 4.05, "spin_multiplicity": 1, "homo_energy_ev": -10.185, "charge": 0, "e_lumo_ev": 0.954, "e_above_lowest_kcal_mol": 27.6, "elements": ["Cl", "N", "C", "C", "C", "H", "H", "H", "H", "H", "H"], "xyz": [[3.175913, -0.547737, 0.393327], [2.611392, 1.360336, -1.098903], [-0.478988, 0.160083, 0.110793], [2.737316, 1.134751, 0.068345], [-1.049956, -0.764757, -0.653736], [2.233647, 2.240703, -1.387459], [-0.802666, -1.816871, -0.749278], [2.517772, 1.665184, 0.985599], [0.482111, -0.078801, 0.616087], [-2.015325, -0.618886, -1.198334], [-0.775871, 1.193217, 0.252749]], "atomic_forces_ev_per_a": [[0.4, -0.1, 0.8], [-0.4, 1.0, -3.9], [1.4, -0.7, 0.1], [0.2, -2.0, 2.9], [-1.9, 0.2, -0.3], [0.0, 0.8, 0.1], [0.9, 0.2, 0.3], [0.1, 0.4, 0.0], [-0.9, 0.0, -0.3], [0.9, 0.5, 0.5], [-0.5, -0.2, -0.3]], "mulliken_charge": [-0.180, -0.412, -0.262, -0.074, -0.467, 0.257, 0.238, 0.401, 0.034, 0.209, 0.257]}



No. 2
{"formula": "C3H6ClN2O2", "method": "wB97M-V/def2-TZVPD", "max_force_ev_per_a": 3.51, "spin_multiplicity": 1, "homo_energy_ev": [-14.353, -13.192], "charge": 1, "e_lumo_ev": [-5.068, -5.798], "e_above_lowest_kcal_mol": 152.4, "elements": ["Cl", "O", "O", "N", "N", "C", "C", "C", "H", "H", "H", "H", "H", "H"], "xyz": [[2.660490, 0.863695, 0.752597], [-1.608742, 1.779215, 1.291610], [-0.368390, 3.158936, 2.416456], [-0.606735, 2.293584, 1.667530], [-1.082698, -0.325103, -0.196082], [0.794246, -1.474957, -1.252408], [1.168270, 0.375694, 0.399684], [0.387411, -0.370953, -0.300619], [-1.398988, -1.317172, 0.263477], [0.581079, -1.426076, -2.275535], [-1.358838, 0.488177, 0.353269], [1.811327, -1.645750, -1.309243], [0.485262, -2.246474, -0.622252], [-1.463693, -0.152817, -1.188484]], "atomic_forces_ev_per_a": [[0.6, -0.1, -0.1], [-1.4, 0.0, 0.0], [-0.1, 0.0, 0.0], [1.4, 0.4, 0.4], [-0.5, -2.6, -0.8], [0.1, 1.3, 1.8], [-0.9, 1.1, 0.9], [0.7, -0.4, -2.0], [0.3, 3.1, -1.6], [-1.6, 0.0, -1.3], [-0.4, 0.2, 0.7], [2.5, 0.2, 0.5], [-1.0, -2.5, -0.2], [0.3, -0.9, 1.8]], "mulliken_charge": [-0.053, -0.504, -0.322, 0.721, -0.154, -1.437, -0.298, 0.699, 0.464, 0.386, 0.225, 0.415, 0.407, 0.452]}



No. 3
{"formula": "C3H6ClNO", "method": "wB97M-V/def2-TZVPD", "max_force_ev_per_a": 3.80, "spin_multiplicity": 1, "homo_energy_ev": [-8.405, -7.565], "charge": 0, "e_lumo_ev": [0.293, -0.126], "e_above_lowest_kcal_mol": 135.4, "elements": ["Cl", "O", "N", "C", "C", "C", "H", "H", "H", "H", "H", "H"], "xyz": [[-1.926678, -0.132206, 0.761233], [1.116550, -0.374484, 0.979186], [0.584490, 0.468644, -1.136970], [2.508911, -0.068122, 0.590153], [-3.489886, -0.097578, 0.131835], [0.349200, -0.031839, -0.040827], [2.861347, 0.824310, 1.035427], [-3.822837, -1.008760, -0.468857], [-3.614738, 0.856108, -0.316766], [-0.106880, 0.563054, -1.864332], [3.104205, -1.011772, 0.906312], [2.436313, 0.012647, -0.576393]], "atomic_forces_ev_per_a": [[-0.2, -0.6, 0.9], [0.6, 1.1, -1.3], [1.0, 0.3, -0.7], [0.5, -3.3, -1.9], [0.0, -1.5, -1.3], [-1.5, -0.6, 0.7], [0.2, 0.8, 0.6], [0.5, 1.3, 1.1], [-0.8, 0.7, -0.3], [-0.4, 0.0, 0.4], [-0.8, 1.9, -0.5], [0.9, -0.1, 2.4]], "mulliken_charge": [-0.026, -0.323, -0.559, -0.583, -0.500, 0.491, 0.253, 0.249, 0.258, 0.243, 0.200, 0.296]}



No. 4
{"formula": "C3H6ClNO", "method": "wB97M-V/def2-TZVPD", "smiles": "CNC(=O)CCl", "max_force_ev_per_a": 3.06, "spin_multiplicity": 1, "homo_energy_ev": -9.980, "charge": 0, "e_lumo_ev": 0.849, "e_above_lowest_kcal_mol": 13.1, "elements": ["Cl", "O", "N", "C", "C", "C", "H", "H", "H", "H", "H", "H"], "xyz": [[2.360105, 1.545274, 0.024323], [0.082641, -1.444829, -0.982949], [-0.413401, 0.422557, 0.129201], [1.881155, -0.289093, 0.080510], [0.413827, -0.475383, -0.361561], [-1.886638, 0.175885, 0.097337], [-2.142569, -0.582329, -0.643976], [-2.449960, 1.080155, -0.070588], [-0.037481, 1.339325, 0.323114], [1.966297, -0.788742, 1.087304], [2.607180, -0.774722, -0.631357], [-2.381156, -0.208098, 0.948643]], "atomic_forces_ev_per_a": [[-0.3, -1.7, 0.5], [-0.1, -1.4, -0.6], [-2.8, 0.9, 0.9], [0.8, 0.0, -0.8], [1.8, 0.0, 0.2], [0.6, 0.4, -1.3], [0.4, 0.4, -0.4], [0.2, 0.5, -0.6], [-0.3, -0.1, 0.3], [0.2, 1.1, -0.8], [-1.0, 0.5, 0.8], [0.5, -0.5, 1.8]], "mulliken_charge": [-0.251, -0.598, -0.155, -0.347, 0.514, -0.915, 0.306, 0.325, 0.222, 0.270, 0.308, 0.321]}



No. 5
{"formula": "C3H6ClNO", "method": "wB97M-V/def2-TZVPD", "max_force_ev_per_a": 4.70, "spin_multiplicity": 1, "homo_energy_ev": [-9.953, -10.475], "charge": 0, "e_lumo_ev": [-2.222, -0.982], "e_above_lowest_kcal_mol": 121.2, "elements": ["Cl", "O", "N", "C", "C", "C", "H", "H", "H", "H", "H", "H"], "xyz": [[-3.207099, -0.491878, 0.337054], [-0.557289, 1.261929, 0.940442], [-1.284151, 1.010930, -0.119690], [1.162538, 0.764437, -0.789395], [-0.048851, -1.089885, 0.505288], [-0.025951, 0.320222, 0.029689], [-0.501688, -1.843735, -0.087565], [-0.687511, -1.262555, 1.338047], [0.832743, -1.440322, 0.779231], [1.507527, -0.061589, -1.552916], [1.973786, 1.131754, -0.126240], [0.835948, 1.700696, -1.253946]], "atomic_forces_ev_per_a": [[1.1, 0.7, -0.2], [0.2, 0.8, 1.1], [-1.1, -0.6, -0.7], [0.1, -0.1, -0.7], [-3.4, 0.8, -0.2], [0.3, -1.6, -0.4], [-0.2, -0.2, -1.7], [-0.6, 0.7, 1.1], [4.4, -1.2, 1.0], [-0.7, 1.8, 1.6], [-0.2, -0.8, -0.2], [0.2, -0.3, -0.7]], "mulliken_charge": [-0.261, -0.186, -0.583, -1.219, -1.861, 1.785, 0.380, 0.508, 0.456, 0.281, 0.311, 0.388]}



No. 6
{"formula": "C3H6ClNO2", "method": "wB97M-V/def2-TZVPD", "max_force_ev_per_a": 5.02, "spin_multiplicity": 1, "homo_energy_ev": [-8.646, -9.181], "charge": 0, "e_lumo_ev": [-1.437, -0.479], "e_above_lowest_kcal_mol": 159.6, "elements": ["Cl", "O", "O", "N", "C", "C", "C", "H", "H", "H", "H", "H", "H"], "xyz": [[1.847619, -1.771328, 0.313050], [1.194544, 1.321426, 1.052932], [1.190368, 1.759731, -1.073265], [0.651148, 1.284333, -0.045802], [-0.574828, 0.610189, -0.144116], [0.918262, -1.433902, -0.991761], [-1.291984, 0.154892, 0.977969], [-0.672038, -0.231239, 1.868904], [1.251299, -0.639911, -1.621404], [-1.736418, 1.048313, 1.212523], [-2.045304, -0.719605, 0.779417], [-0.901517, 0.848896, -1.092963], [0.168843, -2.231794, -1.235488]], "atomic_forces_ev_per_a": [[1.0, -0.3, 1.3], [0.0, 0.1, 0.3], [-1.0, -0.5, 0.6], [1.4, 0.2, 0.3], [3.3, -0.8, -1.8], [-2.3, -0.3, -0.4], [-0.2, -4.6, 2.0], [-0.6, 1.0, -1.5], [0.1, 0.1, -0.6], [-2.1, 1.9, 1.7], [1.2, 2.0, 0.0], [-1.5, 0.0, -1.8], [0.8, 1.2, -0.1]], "mulliken_charge": [-0.055, -0.556, -0.606, 0.910, -0.411, -0.487, -1.003, 0.258, 0.360, 0.362, 0.290, 0.608, 0.331]}